Version A
Density functional theory data (wB97M-V/def2-TZVPD) for a cluster of 9 separate species, C18H54O9 in total.

## Properties
Kohn-Sham gap, eV: 9.762
HOMO energy, eV: -9.4

Structure (ORCA input):
```
! wB97M-V def2-TZVPD RIJCOSX def2/J DEFGRID3
* xyz 0 1
C -0.71 -0.40 -0.59
C -1.66 0.71 -0.20
O -0.90 1.83 0.31
H 0.02 -0.05 -1.32
H -1.18 -1.26 -1.05
H -0.19 -0.75 0.30
H -2.35 0.42 0.59
H -2.21 1.10 -1.06
H -0.09 1.85 -0.21
C -1.03 2.65 -4.15
C 0.46 2.67 -4.40
O 0.98 1.32 -4.22
H -1.41 3.66 -3.98
H -1.21 2.06 -3.25
H -1.59 2.25 -4.99
H 0.93 3.31 -3.64
H 0.78 3.08 -5.36
H 1.92 1.39 -4.42
C 2.81 1.11 2.23
C 1.45 0.57 2.57
O 1.13 1.07 3.89
H 2.70 2.14 1.87
H 3.29 0.53 1.44
H 3.44 1.11 3.11
H 1.48 -0.52 2.64
H 0.65 0.91 1.91
H 0.20 0.89 4.07
C -1.82 -1.44 3.22
C -2.07 -1.16 4.68
O -1.37 0.03 5.05
H -0.76 -1.58 3.02
H -2.16 -0.59 2.61
H -2.37 -2.33 2.91
H -1.73 -1.99 5.30
H -3.14 -1.03 4.83
H -1.17 -0.06 5.99
C 1.20 -5.32 1.31
C 0.00 -4.58 0.70
O 0.36 -3.31 0.18
H 2.11 -5.03 0.79
H 1.08 -6.40 1.20
H 1.40 -5.11 2.37
H -0.83 -4.51 1.40
H -0.30 -5.22 -0.14
H 0.52 -3.43 -0.78
C 1.99 -5.36 -2.87
C 1.64 -3.97 -3.40
O 0.69 -3.37 -2.58
H 3.07 -5.50 -2.93
H 1.52 -6.18 -3.42
H 1.66 -5.44 -1.84
H 1.28 -4.07 -4.44
H 2.56 -3.38 -3.54
H 0.32 -2.54 -2.96
C -2.67 -1.76 -3.61
C -1.58 -1.11 -4.45
O -0.38 -1.10 -3.68
H -2.40 -2.80 -3.45
H -3.63 -1.77 -4.12
H -2.78 -1.25 -2.65
H -1.88 -0.11 -4.76
H -1.43 -1.75 -5.32
H 0.19 -0.39 -4.02
C 2.68 4.94 0.20
C 1.58 3.94 0.06
O 0.38 4.62 -0.34
H 3.66 4.46 0.26
H 2.56 5.51 1.12
H 2.77 5.66 -0.62
H 1.46 3.44 1.03
H 1.80 3.18 -0.71
H -0.38 4.06 -0.16
C -1.25 3.53 4.99
C -1.30 3.87 3.51
O -1.86 2.79 2.78
H -0.82 4.39 5.53
H -0.56 2.71 5.20
H -2.21 3.27 5.42
H -0.26 4.03 3.19
H -1.91 4.74 3.31
H -1.19 2.13 2.59
*
```

***

Version B
Density functional theory data (wB97M-V/def2-TZVPD) for a cluster of 9 separate species, C18H54O9 in total.

## Properties
Kohn-Sham gap, eV: 10.462
HOMO energy, eV: -10.1

Structure (ORCA input):
```
! wB97M-V def2-TZVPD RIJCOSX def2/J DEFGRID3
* xyz 0 1
C 26.90 4.49 -2.70
C 28.40 4.65 -2.93
O 28.95 4.40 -1.67
H 26.52 5.05 -1.85
H 26.63 3.48 -2.41
H 26.51 4.69 -3.70
H 28.65 5.64 -3.30
H 28.93 4.01 -3.64
H 29.83 4.03 -1.76
C 23.27 2.37 11.05
C 23.15 3.79 10.53
O 22.63 3.79 9.28
H 23.65 2.47 12.07
H 23.91 1.73 10.45
H 22.25 1.97 11.11
H 24.13 4.25 10.46
H 22.47 4.31 11.21
H 22.84 4.63 8.87
C 18.01 -0.12 5.92
C 17.79 -0.35 7.32
O 18.36 -1.57 7.76
H 19.05 -0.13 5.61
H 17.52 0.77 5.51
H 17.63 -0.91 5.27
H 16.72 -0.51 7.51
H 18.11 0.46 7.97
H 18.02 -2.28 7.21
C 25.39 10.87 -3.98
C 25.89 10.96 -5.41
O 26.84 12.03 -5.51
H 24.61 10.12 -3.81
H 25.06 11.85 -3.65
H 26.25 10.62 -3.36
H 25.08 11.06 -6.13
H 26.42 10.06 -5.73
H 27.23 11.79 -6.36
C 16.74 13.77 2.27
C 15.79 14.83 2.90
O 15.46 14.47 4.22
H 17.70 13.64 2.77
H 16.86 14.00 1.21
H 16.21 12.83 2.40
H 14.82 15.04 2.44
H 16.27 15.80 2.84
H 15.23 13.55 4.13
C 21.53 12.50 9.25
C 20.10 12.21 9.02
O 19.32 13.38 9.34
H 21.82 13.32 8.60
H 22.17 11.64 9.04
H 21.61 12.72 10.32
H 19.79 11.31 9.56
H 19.84 11.93 8.00
H 18.71 13.39 8.60
C 13.96 6.66 10.81
C 15.22 6.02 10.24
O 15.68 6.83 9.16
H 13.59 6.22 11.74
H 13.09 6.60 10.15
H 14.22 7.67 11.13
H 15.06 5.00 9.88
H 15.95 6.09 11.04
H 16.52 6.46 8.90
C 31.07 9.22 3.15
C 29.99 9.33 2.11
O 28.96 8.43 2.38
H 31.43 8.19 3.09
H 30.60 9.28 4.13
H 31.94 9.88 3.09
H 30.38 9.25 1.10
H 29.57 10.33 2.14
H 29.02 7.59 1.92
C 20.30 6.88 3.08
C 21.78 7.11 2.75
O 22.48 7.42 3.96
H 19.81 7.82 3.36
H 20.08 6.32 3.99
H 19.72 6.43 2.27
H 21.71 8.01 2.13
H 22.24 6.23 2.30
H 23.40 7.43 3.67
*
```

***

Most stable structure, least stable structure: version A, version B.

***

Version A
Density functional theory data (wB97M-V/def2-TZVPD) for a cluster of 2 separate species, C2H2N3O in total.

## Properties
Kohn-Sham gap, eV: 9.492
HOMO energy, eV: -17.2

Structure (ORCA input):
```
! wB97M-V def2-TZVPD RIJCOSX def2/J DEFGRID3
* xyz 1 1
C -0.15 0.04 0.20
C 2.66 0.94 -0.22
N -1.33 -0.52 0.39
N -2.30 -0.95 -0.25
N -3.26 -1.54 -0.37
O 3.58 1.55 -0.03
H 0.51 -0.06 -0.68
H 0.30 0.54 0.96
*
```

***

Version B
Density functional theory data (wB97M-V/def2-TZVPD) for the ion C2H2N3O with charge +1.

## Properties
Kohn-Sham gap, eV: 7.870
HOMO energy, eV: -15.3

Structure (ORCA input):
```
! wB97M-V def2-TZVPD RIJCOSX def2/J DEFGRID3
* xyz 1 1
C 0.60 -0.10 2.04
N 0.48 -0.07 0.89
N 0.39 0.49 -0.27
N 0.48 0.04 -1.41
C 0.19 0.26 -2.75
O 0.85 0.43 -3.70
H 0.70 -0.12 3.10
H -0.92 0.04 -2.75
*
```

***

Most stable structure, least stable structure: version A, version B.